Entry 1:
DFT (ωB97M-V/def2-TZVPD) results for a 11-piece molecular cluster, C2H24NO12 overall in a non-equilibrium geometry.

Last column: natural (NBO) charge in e.
Element x y z (Å)
O1 -0.285 2.331 2.809  -0.97
O2 -3.943 -0.108 -1.416  -0.98
O3 0.293 -2.828 3.769  -0.97
O4 -0.014 0.096 1.145  -0.78
O5 2.032 -0.135 2.815  -1.02
O6 -0.447 2.248 -3.116  -1.00
O7 1.197 -3.605 -0.953  -0.93
O8 3.791 -1.510 1.125  -0.99
O9 -0.805 -0.439 -3.419  -0.97
O10 -3.067 1.433 0.949  -0.98
O11 -0.664 1.048 -0.730  -0.83
O12 -2.354 -2.410 -1.782  -0.96
N1 1.770 2.600 -0.806  -0.83
C1 0.262 0.720 0.084  0.78
C2 1.669 1.254 -0.274  -0.34
H1 2.020 0.763 3.145  0.47
H2 -1.090 0.095 -2.663  0.48
H3 -1.310 2.664 -3.038  0.46
H4 0.733 -1.996 3.547  0.50
H5 0.603 -2.936 -0.618  0.46
H6 -3.540 -0.960 -1.624  0.49
H7 4.464 -0.880 0.920  0.47
H8 1.184 3.183 -0.215  0.36
H9 -3.556 0.599 1.021  0.48
H10 -1.069 2.289 2.262  0.49
H11 0.023 -3.300 2.987  0.47
H12 -1.846 -3.167 -2.049  0.48
H13 1.495 2.676 -1.769  0.38
H14 2.036 0.515 -1.001  0.22
H15 1.781 -3.643 -0.186  0.47
H16 -3.190 0.451 -1.159  0.48
H17 -0.853 0.201 -4.140  0.48
H18 1.408 -0.066 2.002  0.50
H19 0.149 1.492 2.830  0.48
H20 -0.340 1.936 -2.177  0.50
H21 -2.144 1.182 0.790  0.49
H22 2.259 1.131 0.647  0.18
H23 -1.742 -1.787 -1.394  0.48
H24 3.090 -1.140 1.685  0.50

Values from the calculation:
- E_HOMO (hartree) = -0.2414
- 2S+1 = 1
- energy above the lowest of the compared OMol25 structures with the same formula, charge and spin (eV) = 1.3151
- E_tot (eV) = -28527.2462
- charge = -1

---

Entry 2:
DFT (ωB97M-V/def2-TZVPD) results for a 11-piece molecular cluster, C2H25O11 overall in a non-equilibrium geometry.

Last column: natural (NBO) charge in e.
Element x y z (Å)
O1 -2.074 -2.068 2.173  -0.98
O2 -0.927 2.294 -1.667  -0.94
O3 -0.238 -0.241 0.158  -0.90
O4 -2.059 -3.244 -0.358  -0.98
O5 -2.781 -0.143 -0.899  -0.95
O6 0.820 0.949 2.193  -1.02
O7 -0.668 -1.429 -3.016  -1.03
O8 2.524 2.729 1.315  -0.94
O9 0.263 -1.169 3.877  -1.00
O10 1.171 0.382 -2.015  -1.00
O11 2.945 -1.932 -2.227  -0.95
C1 -0.323 1.793 2.701  -0.25
C2 2.337 1.025 -1.656  -0.26
H1 0.368 0.041 -0.775  0.53
H2 -0.286 2.747 2.403  0.14
H3 -0.039 2.237 -1.988  0.49
H4 2.055 2.064 1.571  0.48
H5 -3.198 -0.231 -1.838  0.50
H6 -1.847 -2.605 1.448  0.50
H7 -2.937 -1.672 2.149  0.47
H8 -0.560 -1.341 3.400  0.48
H9 -0.722 3.034 -1.136  0.45
H10 -0.527 1.591 3.870  0.17
H11 2.591 0.382 -0.950  0.15
H12 2.902 0.734 -2.409  0.16
H13 -2.620 -3.781 -0.877  0.47
H14 0.671 -0.586 3.266  0.50
H15 3.193 -1.932 -1.332  0.45
H16 -2.041 -2.290 -0.721  0.51
H17 -0.188 -2.331 -3.243  0.49
H18 -0.185 -0.604 -2.985  0.53
H19 -3.089 0.668 -0.632  0.48
H20 1.989 2.103 -1.426  0.14
H21 -1.168 -0.284 -0.177  0.52
H22 2.427 -1.179 -2.178  0.48
H23 -1.112 1.321 1.918  0.10
H24 0.007 0.538 0.779  0.55
H25 3.326 2.431 1.282  0.43

Values from the calculation:
- E_HOMO (hartree) = -0.1679
- 2S+1 = 1
- energy above the lowest of the compared OMol25 structures with the same formula, charge and spin (eV) = 6.1340
- E_tot (eV) = -24998.2540
- charge = -1

---

Entry 3:
DFT (ωB97M-V/def2-TZVPD) results for C2H2AgF3O3S as an isolated structure in a non-equilibrium geometry.

Last column: natural (NBO) charge in e.
Element x y z (Å)
Ag1 -1.425 0.165 -0.863  1.07
S1 0.738 -0.010 0.707  1.53
F1 3.228 -0.150 -0.123  -0.27
F2 1.979 1.089 -1.376  -0.26
F3 2.623 1.810 0.555  -0.26
O1 0.258 -1.009 -0.377  -0.88
O2 -2.868 -1.147 -0.338  -0.63
O3 -0.290 1.136 0.544  -0.82
C1 -2.799 -2.328 -0.021  0.35
C2 2.248 0.741 -0.132  0.85
H1 -2.011 -2.986 -0.428  0.16
H2 -3.624 -2.802 0.535  0.17

Values from the calculation:
- E_HOMO (spin up / spin down) (hartree) = -0.5456 / -0.5356
- 2S+1 = 2
- E_tot (eV) = -31223.9791
- charge = +1

---

Entry 4:
DFT (ωB97M-V/def2-TZVPD) results for C2H2AgLiNaO2 as an isolated structure in a non-equilibrium geometry.

Last column: natural (NBO) charge in e.
Element x y z (Å)
Ag1 -0.356 0.187 1.954  0.80
Na1 2.604 0.945 0.075  0.98
O1 1.871 -0.813 1.265  -1.00
O2 0.470 0.853 -0.127  -1.04
C1 -0.727 0.486 -0.617  0.03
C2 -1.374 -0.605 -0.134  -0.97
Li1 0.673 -1.244 -0.142  0.88
H1 -2.131 -0.981 -0.839  0.18
H2 -1.030 1.171 -1.435  0.15

Values from the calculation:
- E_HOMO (spin up / spin down) (hartree) = -0.2577 / -0.2559
- 2S+1 = 2
- E_tot (eV) = -14818.4914